The following is a DFT calculation (ωB97M-V/def2-TZVPD) of a single C4H4FNOS molecule in a non-equilibrium geometry.

```
12
Properties=species:S:1:pos:R:3:forces:R:3
C 0.26279 0.93513 -0.11736 3.255 -1.323 1.803
C 1.41446 0.25077 0.35065 1.483 -1.447 -0.956
C 1.04181 -1.15867 0.40774 -3.957 2.528 -0.051
C -0.34458 -1.16427 0.25020 0.111 -1.677 -1.259
H 1.00970 2.38230 -1.19422 -3.891 -0.957 2.751
H 2.61015 0.35204 0.43063 -3.255 0.944 -0.446
H 1.67990 -1.94565 0.48866 1.488 -2.056 0.405
H -3.21665 -0.10695 0.68294 1.777 0.718 -1.675
N -0.78716 0.10078 -0.01883 -2.199 -0.830 -0.389
O 0.10741 2.14628 -0.57797 3.313 3.204 -3.127
F -1.32337 -2.09991 -0.19159 2.369 0.692 1.534
S -2.45446 0.30815 -0.51085 -0.493 0.202 1.411
```
Positions in Å, forces in eV/Å.

Calculated values
Net charge: 0
Gap between HOMO and LUMO in eV: 8.2
2S+1: 1
Highest occupied orbital energy in eV: -7.875
SMILES: Oc1ccc(F)n1S